(1)
20
Properties=species:S:1:pos:R:3:forces:R:3 method="wB97M-V/def2-TZVPD" e_tot_ev=-12892.106
O -1.0646 0.1773 -1.0718 -0.17 0.61 -0.38
O -0.9924 -1.5124 0.3654 0.08 0.97 -0.10
N 2.1641 0.4767 -1.2865 -0.56 0.38 -0.30
N 1.2150 1.5346 0.5089 0.48 -0.85 0.39
N 1.7519 -0.6850 0.7665 -0.66 -0.49 1.59
C -1.5861 -0.8027 -0.6074 0.20 -1.27 0.42
C -2.8677 -1.4227 -1.0473 -1.17 0.29 -0.70
C 1.7100 0.3375 0.0261 -0.18 0.69 -0.08
C 0.7061 1.6395 1.8664 0.28 0.51 -0.58
H 0.9587 2.6405 2.2039 -0.47 0.31 0.07
H 2.9609 -0.0915 -1.4803 -0.08 -0.56 -0.50
H 1.2930 1.0041 2.5104 -0.21 -0.57 0.04
H 0.7185 2.0258 -0.2046 -0.02 0.57 -0.23
H -0.1934 -0.9560 0.5696 0.12 -0.77 0.41
H -3.7328 -0.9981 -0.5224 0.34 0.20 0.09
H 1.3946 0.4985 -1.9544 0.57 -0.16 -0.02
H -2.9595 -2.4910 -0.8915 0.49 -0.13 0.14
H -3.0403 -1.2060 -2.1061 0.15 0.00 0.17
H 1.9347 -1.6212 0.4439 0.70 0.36 -0.77
H -0.3706 1.4521 1.9113 0.12 -0.10 0.34



(2)
20
Properties=species:S:1:pos:R:3:forces:R:3 method="wB97M-V/def2-TZVPD" e_tot_ev=-12892.561
O 0.0542 -2.2783 0.4851 -1.87 -0.43 0.92
O 1.6351 -0.7752 0.0438 1.33 -0.87 -0.79
N -2.1866 1.6383 -0.2147 -0.48 0.60 -0.45
N 0.0358 1.3297 0.5815 -0.42 0.56 -0.79
N -1.6770 -0.0916 1.1786 -0.05 0.59 0.57
C 1.0892 -1.9752 -0.0141 1.98 0.43 -0.70
C 0.3995 2.5717 -0.1544 -1.35 -0.69 1.26
C -1.2155 1.0137 0.5198 0.50 -0.69 0.21
C 1.9248 -2.9839 -0.7514 -0.30 0.05 -0.34
H 1.0648 -0.0906 0.4165 -1.04 1.11 0.58
H -0.3603 3.3320 0.0876 0.38 0.21 0.07
H 2.0318 -3.8107 -0.0752 0.57 -0.39 0.41
H -2.5201 -0.4825 0.8233 -0.31 -0.33 -0.23
H -1.9393 2.3830 -0.8390 0.15 0.08 0.17
H -0.9887 -0.7683 1.4614 0.11 -0.12 -0.05
H 0.2984 2.4259 -1.2321 0.83 0.03 -0.10
H 2.8633 -2.6383 -1.1994 -0.34 -0.02 0.38
H -3.1305 1.7048 0.1333 0.18 -0.25 0.08
H 1.2701 -3.4009 -1.5054 -0.06 0.03 -0.50
H 1.3512 2.8966 0.2550 0.17 0.09 -0.70



(3)
20
Properties=species:S:1:pos:R:3:forces:R:3 method="wB97M-V/def2-TZVPD" e_tot_ev=-12890.820
O -2.0095 1.7697 0.2894 -2.02 -0.96 1.78
O -0.2438 1.3908 -1.0140 0.77 3.06 -1.78
N 0.2250 -3.4320 0.2196 -0.08 -3.31 -0.13
N 1.3802 -1.7346 1.1961 2.72 0.38 0.62
N -0.1243 -1.2470 -0.5619 3.27 0.44 1.86
C 1.9493 -0.3795 1.0732 1.55 -0.13 3.04
C -0.9108 3.5826 -0.8781 0.00 -1.21 -0.74
C -1.1691 2.1312 -0.4446 1.82 1.92 -1.66
C 0.5488 -2.0766 0.2453 -6.18 0.26 -4.05
H 2.5119 -0.2468 0.1257 -1.46 0.62 0.05
H -0.0974 0.5223 -0.7394 -0.14 -3.72 1.38
H -1.8553 4.1186 -0.9001 0.33 0.42 0.33
H -0.4994 -3.9223 0.8047 1.27 1.55 -0.57
H 2.0741 -2.5143 1.3754 -1.35 1.44 -0.07
H 2.8522 -0.4545 1.7616 -1.12 0.47 -0.30
H -0.4353 3.5490 -1.8720 -0.47 0.11 0.25
H 0.2090 -3.8347 -0.7198 -0.20 0.48 0.53
H -0.1099 3.9339 -0.2364 -0.34 0.56 0.41
H 1.2324 0.3920 1.5903 1.43 -1.19 -1.90
H -0.7321 -1.4779 -1.3456 0.19 -1.17 0.95



(4)
20
Properties=species:S:1:pos:R:3:forces:R:3 method="wB97M-V/def2-TZVPD" e_tot_ev=-12890.503
O 0.5194 2.2581 1.3230 -0.06 2.58 1.28
O 0.2674 3.1586 -0.7237 0.39 -0.22 0.85
N 0.4560 -0.4137 1.5405 1.95 0.92 -0.42
N -1.5502 -0.0724 0.2949 -1.59 -0.18 1.75
N 0.0775 0.4205 -1.9528 -0.57 -0.84 -1.01
C -0.1187 -1.9157 -0.3490 0.61 -1.24 2.37
C 0.6389 0.4394 -0.7276 -0.47 3.48 2.42
C 0.5018 2.2457 0.0172 -0.45 -3.71 -2.26
C -0.1404 -0.4699 0.2383 -0.83 -1.34 -0.47
H 0.5517 0.8480 -2.7198 -0.51 0.18 -0.24
H 0.6166 1.4230 1.8053 0.08 -0.94 -0.93
H 1.4445 -0.6960 1.5086 -0.90 -0.18 0.65
H 0.9067 -2.2012 -0.4686 0.98 0.05 -0.12
H -0.5059 -2.0174 -1.3200 -1.01 0.02 -1.06
H -2.1859 -0.8969 0.6522 1.82 2.28 -0.83
H -0.1159 -0.6741 2.3035 -0.22 -0.87 0.62
H -0.4619 -2.7783 0.3536 -0.12 1.82 -0.96
H -1.7027 0.7937 0.9184 0.32 -1.85 -1.30
H -0.8977 0.1881 -1.8891 -0.29 0.64 -0.94
H 1.6988 0.3606 -0.8047 0.88 -0.59 0.61